Here is a single C5H9NO molecule from the Open Molecules 2025 dataset. Energies are from ωB97M-V with the def2-TZVPD basis set.

Last columns: bonded neighbours and bond lengths (Å).
CARTESIAN COORDINATES (ANGSTROEM)
1 C 1.594 -1.085 -0.103  C2 1.523, H8 1.094, H9 1.093, H10 1.093
2 C 0.883 0.260 -0.041  C1 1.523, O3 1.406, C4 1.566, C7 1.492
3 O 1.864 1.258 -0.177  C2 1.406, H11 0.967
4 C -0.347 0.348 -1.007  C2 1.566, N5 1.489, H12 1.096, H13 1.092
5 N -1.188 0.281 0.220  C4 1.489, C6 1.314, C7 1.346
6 C -2.441 -0.080 0.384  N5 1.314, H14 1.079, H15 1.075
7 C -0.132 0.446 1.038  C2 1.492, N5 1.346, H16 1.084
8 H 0.865 -1.899 -0.137  C1 1.094
9 H 2.228 -1.223 0.777  C1 1.093
10 H 2.233 -1.146 -0.988  C1 1.093
11 H 1.488 2.076 0.175  O3 0.967
12 H -0.528 -0.489 -1.691  C4 1.096
13 H -0.428 1.307 -1.523  C4 1.092
14 H -2.755 -0.386 1.370  C6 1.079
15 H -3.158 0.017 -0.411  C6 1.075
16 H -0.177 0.316 2.113  C7 1.084

Values from the calculation:
* net charge: 0
* HOMO level: -7.017 eV
* F_max: 0.417 eV Å⁻¹
* HOMO-LUMO gap: 7.95 eV
* energy: -325.805414 Eh